The following is a quantum chemistry calculation of a single C5H5NO molecule at a distorted geometry, from OMol25.

Computed properties:
Energy above the lowest of the compared OMol25 structures with the same formula, charge and spin   2.3435 eV
Orbital gap   10.250 eV
DFT total energy   -8801.07548 eV
SMILES   N#C[C@@H]1C[C@@H]1C=O

Cartesian coordinates (Å):
N -0.88 2.19 0.30
C -1.28 1.11 0.14
C -1.09 -0.28 -0.16
C -0.23 -1.04 0.79
C 0.51 -0.54 -0.41
C 1.34 0.73 -0.40
O 2.53 0.88 -0.49
H -1.83 -0.76 -0.80
H -0.03 -0.57 1.75
H -0.41 -2.11 0.83
H 0.72 -1.23 -1.22
H 0.64 1.61 -0.33

Here are the Mulliken charges for atoms 1 to 5, given in e: number 1, N, carries -0.544; number 2, C, carries 0.299; number 3, C, carries -0.283; number 4, C, carries -0.564; number 5, C, carries -0.067